# 1
DFT (wB97M-V/def2-TZVPD) results for a cluster of 2 separate species, C3H10NO in total at a distorted geometry.

Orbital gap   11.3 eV
Molecular weight   76.1 g/mol
Net charge   +1
Relative energy (zero: lowest compared OMol25 entry of this formula, charge and spin)   56.2 kcal per mole
E_HOMO   -15.699 eV
Multiplicity   1

```
15
C3H10NO wB97M-V/def2-TZVPD
H -1.02847 2.66889 -0.16647
H -0.13237 0.96595 -0.12931
H -0.43638 -0.86560 1.70915
H 1.62534 0.47924 0.06018
C 0.13123 -0.91770 0.77801
H 2.09718 -1.10639 1.25598
H -2.39859 2.26760 -2.09350
H 1.67815 -2.38748 0.08724
H 1.15864 -2.66524 1.64690
C 1.35562 -1.84267 0.95606
H -1.36963 0.69214 -2.22240
C -1.59650 1.61969 -1.72914
O 0.71578 0.44888 0.40684
N -1.25202 1.73412 -0.49722
H -0.54798 -1.09144 -0.06234
```

# 2
DFT (wB97M-V/def2-TZVPD) results for a cluster of 2 separate species, C4H6NO4S in total at a distorted geometry.

Orbital gap   7.9 eV
Molecular weight   164.2 g/mol
Net charge   -1
Relative energy (zero: lowest compared OMol25 entry of this formula, charge and spin)   54.4 kcal per mole
E_HOMO   -4.278 eV
Multiplicity   1

```
16
C4H6NO4S wB97M-V/def2-TZVPD
C -2.45356 1.39304 -0.05937
C -0.32943 -0.93945 -0.56763
N -1.91373 0.45704 0.69375
H -0.94309 -0.99478 1.55540
H -0.25761 -0.20600 -1.44754
O 3.26185 0.76954 0.80485
O 1.67690 0.52454 -1.11959
C -1.08771 -0.50380 0.59042
O -3.49268 1.32387 -0.73663
H 1.15994 -2.45417 -1.18577
H -2.01040 2.46675 0.17053
C 0.34969 -2.05729 -0.41712
S 1.78350 1.43733 -0.00505
O 0.62827 1.38471 0.93624
H 0.18101 -2.65065 0.57544
H 3.44707 0.04933 0.21209
```